Run P
{"formula": "H5OS2", "method": "wB97M-V/def2-TZVPD", "elements": ["O", "H", "H", "H", "S", "S", "H", "H"], "positions_angstrom": [[-0.995, -2.722, -0.821], [-1.624, -2.442, -1.532], [-0.341, -2.005, -0.797], [1.347, 2.174, 2.159], [0.187, -0.118, -1.112], [0.236, 1.542, 1.612], [0.819, 0.818, -1.852], [0.700, 0.766, 0.513]], "nbo_charge": [-0.82, 0.48, 0.42, 0.21, 0.32, 0.15, 0.18, 0.06], "homo_lumo_gap_ev": 5.158, "e_homo_ev": -15.95, "mol_weight_g_mol": 85.17, "lumo_ev": -10.7937, "charge": 1}

Run Q
{"formula": "H5OS2", "method": "wB97M-V/def2-TZVPD", "elements": ["O", "H", "H", "H", "S", "S", "H", "H"], "positions_angstrom": [[-1.532, 2.028, -0.059], [-2.322, 1.684, 0.397], [-1.047, 1.302, -0.458], [1.214, -0.707, 0.204], [-0.586, -0.891, 0.161], [2.426, -0.112, -0.091], [-1.057, -2.099, 0.582], [2.903, -1.206, -0.736]], "nbo_charge": [-0.86, 0.48, 0.45, 0.02, 0.34, 0.21, 0.18, 0.18], "homo_lumo_gap_ev": 5.001, "e_homo_ev": -15.75, "mol_weight_g_mol": 85.17, "lumo_ev": -10.7535, "charge": 1}

run Q is the most stable structure; the next one sits 25.1 kJ/mol above it.

Run P
{"formula": "C22H36BeO3P2", "method": "wB97M-V/def2-TZVPD", "elements": ["P", "P", "C", "C", "H", "H", "H", "H", "C", "H", "H", "H", "C", "H", "H", "H", "C", "H", "H", "H", "C", "H", "H", "H", "Be", "C", "C", "C", "C", "C", "C", "C", "C", "C", "H", "H", "H", "H", "H", "H", "H", "H", "H", "H", "H", "H", "H", "H", "H", "O", "C", "C", "C", "C", "C", "C", "C", "O", "O", "H", "H", "H", "H", "H"], "positions_angstrom": [[-0.133, 0.631, -3.777], [-1.479, -0.226, -0.810], [-1.688, -0.419, -3.518], [-2.470, 0.197, -2.357], [-1.342, -1.443, -3.257], [-2.230, -0.457, -4.484], [-2.521, 1.300, -2.433], [-3.515, -0.175, -2.358], [-2.081, -1.986, -0.733], [-2.533, -2.242, 0.245], [-1.238, -2.669, -0.905], [-2.869, -2.092, -1.510], [-3.123, 0.167, 0.170], [-3.971, -0.159, -0.439], [-3.222, 1.246, 0.307], [-3.178, -0.360, 1.136], [0.154, 0.119, -5.502], [1.138, 0.423, -5.867], [-0.602, 0.622, -6.092], [-0.077, -0.936, -5.608], [-0.627, 2.362, -3.867], [-0.956, 2.684, -2.872], [-1.439, 2.275, -4.584], [0.134, 3.030, -4.277], [0.550, 0.156, -2.037], [-1.937, -1.410, 3.327], [-0.996, -1.557, 2.412], [0.195, -0.690, 2.155], [0.154, 0.751, 2.796], [-0.985, 1.705, 2.465], [-2.305, 1.514, 2.540], [-2.997, 0.712, 3.570], [-2.164, -0.346, 4.321], [1.875, 0.719, -3.301], [-2.777, -2.122, 3.279], [-0.891, -2.560, 1.984], [0.464, -0.755, 1.081], [1.082, -1.233, 2.569], [0.275, 0.526, 3.885], [1.146, 1.215, 2.545], [-0.583, 2.656, 2.009], [-2.942, 2.253, 2.047], [-3.847, 0.196, 3.131], [-3.553, 1.435, 4.175], [-1.315, 0.033, 4.905], [-2.853, -0.779, 5.047], [2.393, 0.899, -2.324], [1.912, 1.722, -3.721], [2.310, -0.092, -3.896], [3.576, 1.698, 2.089], [3.836, 0.406, 1.808], [4.561, -0.332, 2.761], [5.074, -1.580, 2.408], [4.789, -2.145, 1.144], [3.895, -1.495, 0.293], [3.385, -0.238, 0.627], [2.345, 0.459, -0.134], [1.460, -0.320, -0.760], [2.328, 1.700, -0.176], [3.154, 2.089, 1.274], [4.751, 0.105, 3.752], [5.713, -2.130, 3.116], [5.239, -3.101, 0.852], [3.551, -1.960, -0.626]], "nbo_charge": [0.81, 0.69, -0.77, -0.71, 0.21, 0.19, 0.21, 0.22, -0.93, 0.24, 0.22, 0.22, -0.87, 0.20, 0.21, 0.23, -0.97, 0.24, 0.23, 0.25, -0.95, 0.26, 0.23, 0.25, 1.52, -0.19, -0.19, -0.46, -0.47, -0.21, -0.17, -0.43, -0.46, -1.33, 0.19, 0.20, 0.24, 0.22, 0.21, 0.23, 0.21, 0.20, 0.20, 0.22, 0.22, 0.21, 0.28, 0.24, 0.24, -0.69, 0.44, -0.31, -0.17, -0.27, -0.14, -0.30, 0.80, -0.96, -0.68, 0.52, 0.23, 0.22, 0.22, 0.22], "homo_lumo_gap_ev": 6.241, "e_homo_ev": -5.87, "mol_weight_g_mol": 419.49, "lumo_ev": 0.3707, "charge": 0}

Run Q
{"formula": "C22H36BeO3P2", "method": "wB97M-V/def2-TZVPD", "elements": ["P", "P", "C", "C", "H", "H", "H", "H", "C", "H", "H", "H", "C", "H", "H", "H", "C", "H", "H", "H", "C", "H", "H", "H", "Be", "C", "C", "C", "C", "C", "C", "C", "C", "C", "H", "H", "H", "H", "H", "H", "H", "H", "H", "H", "H", "H", "H", "H", "H", "O", "C", "C", "C", "C", "C", "C", "C", "O", "O", "H", "H", "H", "H", "H"], "positions_angstrom": [[-1.327, -3.168, -1.299], [-0.082, 0.316, -2.069], [-1.645, -1.751, -2.404], [-0.307, -1.258, -2.918], [-2.155, -1.001, -1.768], [-2.365, -1.985, -3.200], [0.570, -1.850, -2.610], [-0.300, -1.176, -4.014], [-1.558, 1.279, -2.808], [-1.245, 2.311, -3.059], [-2.400, 1.348, -2.098], [-1.894, 0.784, -3.741], [0.887, 0.947, -3.615], [0.375, 0.604, -4.532], [1.897, 0.523, -3.633], [0.948, 2.046, -3.673], [-2.645, -4.236, -2.013], [-2.997, -5.011, -1.320], [-2.207, -4.719, -2.896], [-3.481, -3.623, -2.368], [0.171, -4.122, -1.826], [1.095, -3.525, -1.828], [0.052, -4.590, -2.813], [0.308, -4.911, -1.072], [-0.865, -2.124, 0.284], [0.630, 3.797, -0.908], [0.001, 2.868, -0.205], [0.480, 1.941, 0.884], [1.940, 1.450, 1.134], [2.946, 1.249, 0.044], [2.921, 1.596, -1.266], [2.966, 3.030, -1.784], [2.099, 3.984, -0.919], [-1.357, -3.631, 1.261], [0.021, 4.482, -1.494], [-1.025, 2.603, -0.509], [-0.175, 1.056, 0.794], [0.173, 2.353, 1.869], [2.382, 2.056, 1.953], [1.815, 0.435, 1.569], [3.775, 0.651, 0.447], [3.043, 0.809, -2.027], [2.772, 3.073, -2.874], [4.007, 3.397, -1.643], [2.466, 3.867, 0.102], [2.331, 5.006, -1.221], [-1.191, -3.489, 2.341], [-0.883, -4.592, 1.015], [-2.442, -3.796, 1.202], [1.717, -0.027, 4.254], [0.456, 0.419, 4.391], [0.154, 1.398, 5.346], [-1.163, 1.706, 5.634], [-2.196, 0.977, 5.033], [-1.918, 0.011, 4.060], [-0.598, -0.168, 3.636], [-0.196, -1.021, 2.475], [-0.948, -0.999, 1.388], [0.829, -1.739, 2.558], [1.665, -0.827, 3.631], [0.973, 1.886, 5.850], [-1.375, 2.531, 6.311], [-3.223, 1.173, 5.329], [-2.700, -0.626, 3.632]], "nbo_charge": [0.76, 0.84, -0.75, -0.76, 0.23, 0.22, 0.22, 0.23, -0.94, 0.24, 0.22, 0.21, -0.90, 0.20, 0.21, 0.23, -0.90, 0.25, 0.24, 0.24, -0.94, 0.25, 0.23, 0.26, 1.58, -0.22, -0.16, -0.49, -0.46, -0.17, -0.21, -0.42, -0.45, -1.44, 0.20, 0.20, 0.24, 0.23, 0.22, 0.24, 0.20, 0.19, 0.20, 0.22, 0.21, 0.21, 0.22, 0.19, 0.20, -0.69, 0.37, -0.29, -0.17, -0.29, -0.09, -0.28, 0.81, -0.94, -0.68, 0.51, 0.22, 0.21, 0.21, 0.22], "homo_lumo_gap_ev": 7.439, "e_homo_ev": -7.38, "mol_weight_g_mol": 419.49, "lumo_ev": 0.0547, "charge": 0}

run Q is the most stable structure; the next one sits 27.9 kJ/mol above it.